{
  "formula": "C14H21AsN2O5PdS5",
  "method": "wB97M-V/def2-TZVPD",
  "elements": ["Pd", "S", "As", "S", "S", "S", "C", "N", "C", "C", "C", "O", "H", "H", "H", "H", "H", "H", "H", "H", "H", "C", "C", "C", "C", "C", "C", "C", "S", "O", "O", "N", "C", "C", "C", "O", "O", "H", "H", "H", "H", "H", "H", "H", "H", "H", "H", "H", "H"],
  "coordinates": [[0.4944, -0.4094, -0.0356], [-0.2665, 1.7487, 3.6300], [1.1474, 1.9486, 2.0650], [2.0855, -0.0111, 1.5287], [0.1625, 1.8226, 0.0604], [2.5044, 3.5325, 2.2686], [-3.4719, 1.3653, 1.7738], [-3.0931, 0.8070, 0.4882], [-3.4045, 1.5784, -0.6934], [-2.3084, -0.2877, 0.3871], [-2.0114, -1.0442, 1.6528], [-1.8334, -0.6370, -0.7025], [-3.5939, 2.4417, 1.6578], [-2.6820, 1.2114, 2.5081], [-4.4165, 0.9489, 2.1434], [-4.4861, 1.6020, -0.8680], [-2.9084, 1.1204, -1.5434], [-3.0415, 2.6021, -0.5809], [-2.8896, -1.1491, 2.2923], [-1.2520, -0.4998, 2.2249], [-1.6213, -2.0216, 1.3740], [3.7868, -5.7061, 2.2237], [3.9198, -4.8960, 0.9625], [4.1180, -5.5164, -0.2660], [4.1667, -4.7732, -1.4348], [4.0381, -3.3958, -1.3587], [3.8652, -2.7531, -0.1421], [3.8033, -3.5098, 1.0107], [3.9575, -2.4513, -2.8454], [4.1499, -3.3528, -3.9518], [4.8059, -1.3004, -2.7096], [2.4264, -1.8881, -2.9579], [1.3275, -2.8146, -3.2606], [0.1906, -2.7120, -2.2604], [0.6133, -3.3106, -0.9125], [0.7735, -4.5370, -0.8820], [0.7906, -2.5089, 0.0581], [3.8320, -6.7743, 2.0094], [2.8311, -5.4941, 2.7055], [4.5782, -5.4629, 2.9361], [4.1911, -6.5968, -0.3164], [4.2781, -5.2451, -2.4009], [3.7454, -1.6782, -0.0875], [3.6147, -3.0107, 1.9538], [2.2387, -1.1545, -2.2818], [1.7002, -3.8391, -3.2446], [0.9774, -2.6063, -4.2754], [-0.6283, -3.3308, -2.6322], [-0.1775, -1.6871, -2.1699]],
  "max_force_ev_per_a": 0.5,
  "homo_lumo_gap_ev": 6.37,
  "e_lumo_ev": 4.6,
  "de_lowest_kcal_mol": 0.0,
  "total_charge": -2
}